Below is the ion C12H15BClN2O4S with charge +1 at a distorted geometry, with properties calculated with ωB97M-V/def2-TZVPD.

## Properties
* LUMO level: -4.933 eV
* DFT total energy: -47887.098 eV
* E_HOMO: -13.30 eV
* max |F|: 1.6 eV/A
* charge: +1

Last columns: bonded neighbours and bond lengths (Å).
Element x y z (Å)
1 O -0.07 5.41 -1.66  C2 1.173
2 C -0.88 4.68 -1.22  O1 1.173, O3 1.349, H22 1.095
3 O -1.45 3.71 -1.97  C2 1.349, C4 1.413
4 C -2.15 2.70 -1.27  O3 1.413, C5 1.529, H23 1.087, H24 1.090
5 C -1.68 1.33 -1.74  C4 1.529, C6 1.508, H25 1.088, H26 1.084
6 C -0.54 0.74 -0.95  C5 1.508, Cl7 1.823, S8 1.846, C17 1.541
7 Cl 0.71 2.01 -0.55  C6 1.823
8 S 0.42 -0.56 -1.85  C6 1.846, C9 1.712
9 C 1.08 -1.08 -0.36  S8 1.712, C10 1.454, N16 1.306
10 C 2.31 -1.85 -0.23  C9 1.454, C11 1.397, C15 1.393
11 C 3.35 -1.60 -1.12  C10 1.397, C12 1.393, H27 1.076
12 C 4.53 -2.32 -0.96  C11 1.393, N13 1.328, H28 1.079
13 N 4.72 -3.22 0.00  C12 1.328, C14 1.331
14 C 3.72 -3.43 0.85  N13 1.331, C15 1.391, H29 1.079
15 C 2.49 -2.79 0.79  C10 1.393, C14 1.391, H30 1.079
16 N 0.35 -0.73 0.67  C9 1.306, C17 1.460, H31 1.010
17 C -0.85 0.04 0.39  C6 1.541, N16 1.460, C18 1.521, H32 1.093
18 C -2.16 -0.71 0.59  C17 1.521, B19 1.595, H33 1.088, H34 1.084
19 B -2.58 -0.66 2.13  C18 1.595, O20 1.357, O21 1.402
20 O -3.59 0.14 2.53  B19 1.357, H35 0.964
21 O -1.88 -1.45 3.05  B19 1.402, H36 0.963
22 H -1.25 4.77 -0.19  C2 1.095
23 H -3.21 2.79 -1.51  C4 1.087
24 H -2.06 2.78 -0.19  C4 1.090
25 H -1.36 1.43 -2.77  C5 1.088
26 H -2.51 0.63 -1.76  C5 1.084
27 H 3.22 -0.86 -1.90  C11 1.076
28 H 5.35 -2.15 -1.64  C12 1.079
29 H 3.88 -4.15 1.64  C14 1.079
30 H 1.70 -3.01 1.49  C15 1.079
31 H 0.69 -1.01 1.58  N16 1.010
32 H -0.83 0.87 1.11  C17 1.093
33 H -2.05 -1.75 0.27  C18 1.088
34 H -2.96 -0.27 0.01  C18 1.084
35 H -3.37 0.57 3.37  O20 0.964
36 H -1.10 -0.99 3.37  O21 0.963